1.
Below is 10 unconnected molecules or ions with the total composition C10H40N20O10, with properties calculated with ωB97M-V with the def2-TZVPD basis set.

The net charge is 0. Its frontier orbital gap is 9.3573 eV. For the maximum force, the calculation gives 8.53 eV/A.

Last columns: bonded neighbours and bond lengths (Å).
Atoms and positions in Å:
1 N 5.02 -28.74 -7.89  C2 1.272, H5 1.010, H6 1.010
2 C 5.60 -28.61 -9.02  N1 1.272, N3 1.269, O4 1.197
3 N 5.47 -27.41 -9.41  C2 1.269, H7 1.010, H8 1.010
4 O 6.33 -29.40 -9.56  C2 1.197
5 H 5.33 -29.33 -7.13  N1 1.010
6 H 4.42 -28.00 -7.55  N1 1.010
7 H 4.58 -27.03 -9.13  N3 1.010
8 H 5.91 -27.26 -10.31  N3 1.010
9 N 16.70 -19.81 -17.07  C10 1.329, H13 1.010, H14 1.010
10 C 15.71 -20.12 -17.91  N9 1.329, N11 1.328, O12 1.159
11 N 15.65 -19.14 -18.81  C10 1.328, H15 1.010, H16 1.010
12 O 15.06 -21.07 -17.76  C10 1.159
13 H 16.91 -20.35 -16.25  N9 1.010
14 H 17.32 -19.03 -17.22  N9 1.010
15 H 16.37 -18.44 -18.95  N11 1.010
16 H 14.80 -19.09 -19.35  N11 1.010
17 N 4.54 -22.66 -16.91  C18 1.333, H21 1.010, H22 1.010
18 C 3.65 -22.91 -15.95  N17 1.333, N19 1.290, O20 1.196
19 N 2.48 -22.99 -16.49  C18 1.290, H23 1.010, H24 1.010
20 O 3.85 -23.09 -14.79  C18 1.196
21 H 4.44 -22.02 -17.68  N17 1.010
22 H 5.49 -22.76 -16.58  N17 1.010
23 H 1.76 -22.99 -15.78  N19 1.010
24 H 2.38 -22.49 -17.36  N19 1.010
25 N 10.83 -24.29 -14.05  C26 1.277, H29 1.010, H30 1.010
26 C 9.85 -23.48 -14.13  N25 1.277, N27 1.294, O28 1.261
27 N 9.05 -23.56 -13.11  C26 1.294, H31 1.010, H32 1.010
28 O 9.56 -22.89 -15.21  C26 1.261
29 H 11.52 -24.40 -14.77  N25 1.010
30 H 11.13 -24.67 -13.16  N25 1.010
31 H 9.20 -24.11 -12.27  N27 1.010
32 H 8.26 -22.94 -13.05  N27 1.010
33 N 6.35 -18.17 -7.54  C34 1.345, H37 1.010, H38 1.010
34 C 6.72 -18.22 -8.83  N33 1.345, N35 1.340, O36 1.212
35 N 7.35 -19.38 -9.04  C34 1.340, H39 1.010, H40 1.010
36 O 6.65 -17.34 -9.67  C34 1.212
37 H 6.56 -19.02 -7.04  N33 1.010
38 H 6.03 -17.36 -7.03  N33 1.010
39 H 7.92 -19.52 -9.87  N35 1.010
40 H 7.49 -19.99 -8.25  N35 1.010
41 N 11.92 -25.94 -6.74  C42 1.279, H45 1.010, H46 1.010
42 C 12.65 -26.71 -6.02  N41 1.279, N43 1.287, O44 1.206
43 N 12.48 -26.40 -4.78  C42 1.287, H47 1.010, H48 1.010
44 O 13.20 -27.71 -6.41  C42 1.206
45 H 12.33 -26.03 -7.66  N41 1.010
46 H 11.45 -25.12 -6.40  N41 1.010
47 H 12.90 -27.11 -4.19  N43 1.010
48 H 12.14 -25.49 -4.52  N43 1.010
49 N 18.01 -25.04 -15.48  C50 1.311, H53 1.010, H54 1.010
50 C 19.31 -25.10 -15.64  N49 1.311, N51 1.377, O52 1.206
51 N 19.93 -26.09 -14.91  C50 1.377, H55 1.010, H56 1.010
52 O 19.78 -24.37 -16.47  C50 1.206
53 H 17.54 -24.39 -16.09  N49 1.010
54 H 17.55 -25.40 -14.65  N49 1.010
55 H 19.62 -26.66 -14.14  N51 1.010
56 H 20.86 -26.30 -15.25  N51 1.010
57 N 14.77 -20.42 -8.52  C58 1.304, H61 1.010, H62 1.010
58 C 13.83 -20.48 -9.43  N57 1.304, N59 1.299, O60 1.201
59 N 13.84 -19.33 -10.02  C58 1.299, H63 1.010, H64 1.010
60 O 13.26 -21.45 -9.85  C58 1.201
61 H 15.20 -19.64 -8.05  N57 1.010
62 H 15.06 -21.34 -8.22  N57 1.010
63 H 14.60 -18.70 -9.82  N59 1.010
64 H 13.38 -19.33 -10.92  N59 1.010
65 N 9.05 -18.27 -17.79  C66 1.257, H69 1.010, H70 1.010
66 C 9.48 -18.20 -18.97  N65 1.257, N67 1.318, O68 1.225
67 N 9.86 -19.43 -19.26  C66 1.318, H71 1.010, H72 1.010
68 O 9.45 -17.22 -19.69  C66 1.225
69 H 8.98 -19.05 -17.15  N65 1.010
70 H 8.87 -17.34 -17.44  N65 1.010
71 H 9.55 -20.10 -18.57  N67 1.010
72 H 10.02 -19.79 -20.19  N67 1.010
73 N 12.39 -25.77 -19.04  C74 1.343, H77 1.010, H78 1.010
74 C 13.02 -25.57 -20.21  N73 1.343, N75 1.259, O76 1.218
75 N 12.85 -24.45 -20.76  C74 1.259, H79 1.010, H80 1.010
76 O 13.55 -26.49 -20.80  C74 1.218
77 H 11.83 -25.04 -18.61  N73 1.010
78 H 12.61 -26.64 -18.59  N73 1.010
79 H 13.49 -24.43 -21.54  N75 1.010
80 H 12.76 -23.61 -20.20  N75 1.010

2.
Below is a single C3H5N5 molecule, with properties calculated with ωB97M-V with the def2-TZVPD basis set.

The net charge is 0. Its frontier orbital gap is 10.2491 eV. For the maximum force, the calculation gives 5.48 eV/A.

Last columns: bonded neighbours and bond lengths (Å).
Atoms and positions in Å:
1 H 0.79 0.65 2.84  N2 1.013
2 N 0.97 0.26 1.92  H1 1.013, C3 1.342
3 C -0.22 0.70 1.46  N2 1.342, N4 1.376, H10 1.110
4 N -0.72 0.50 0.20  C3 1.376, N5 1.374, C8 1.414
5 N -1.45 1.50 -0.40  N4 1.374, N6 1.342
6 N -1.43 1.28 -1.73  N5 1.342, N7 1.327
7 N -0.65 0.25 -2.04  N6 1.327, C8 1.327
8 C -0.17 -0.21 -0.89  N4 1.414, N7 1.327, C9 1.457
9 C 0.75 -1.34 -0.85  C8 1.457, H11 1.101, H12 1.160, H13 1.148
10 H -0.89 1.44 1.95  C3 1.110
11 H 1.03 -1.79 -1.82  C9 1.101
12 H 1.72 -1.00 -0.33  C9 1.160
13 H 0.25 -2.23 -0.31  C9 1.148